[1]
This record from the OMol25 dataset describes a molecular structure, C32H44N7O2PPtSTe in a non-equilibrium geometry. The level of theory is wB97M-V/def2-TZVPD.

Output
Relative energy (zero: lowest compared OMol25 entry of this formula, charge and spin)   50.4 kcal per mole
E_tot   -2905.71032 a.u.
HOMO (spin up / spin down)   -0.4350 / -0.4356 Ha
E_LUMO (spin up / spin down)   -0.30267 / -0.30184 hartree
Gap between HOMO and LUMO (spin up / spin down)   3.599 / 3.640 eV
Net charge   +2

```
89
Properties=species:S:1:pos:R:3:forces:R:3:mulliken_charge:R:1
Pt 0.051 0.276 0.393 -1.2928 2.8928 -1.4043 1.98
Te -2.876 -1.760 1.847 -0.5162 -0.4608 0.3318 0.52
S -0.933 0.417 2.711 -0.5508 0.4023 0.0336 -0.40
P 0.917 2.404 -0.146 -1.0826 -0.2781 -0.7192 -0.04
O -0.171 -3.947 0.326 -0.2293 0.7159 -0.0797 -0.74
O -1.188 -2.017 0.212 0.3049 0.3900 -0.0265 -0.18
N 2.858 -0.357 1.090 -0.0579 0.1954 0.2209 -0.38
N 0.968 -2.001 0.335 -1.2667 0.9406 -0.5646 -0.51
N -1.797 1.274 -0.514 1.7265 -2.3464 0.9974 0.07
N -0.127 -2.723 0.270 1.0114 -1.3804 0.6181 0.45
N 3.179 -1.652 0.656 -0.1818 -0.2517 0.1847 -0.43
N 1.018 -1.546 3.167 0.3844 -0.3454 0.1069 -0.67
N 2.469 -3.820 0.271 -0.2212 0.2068 0.0265 -0.30
C -3.806 -4.429 2.528 0.1447 0.0849 0.3326 0.51
C 1.365 3.589 1.224 -0.0287 -0.8199 0.1781 0.72
C -4.432 -1.246 -0.922 -0.4753 0.1156 -0.0065 -0.50
C 1.494 5.056 0.835 -0.1805 -0.1023 -0.1947 -1.44
C 0.224 -0.730 2.959 0.4273 -0.3589 0.9809 0.63
C -1.389 4.912 -2.486 0.3569 -0.6205 0.4860 0.16
C -3.790 -5.926 4.866 0.0695 0.0652 -0.0258 -0.68
C -2.982 0.600 -0.345 -0.2253 -0.0522 0.7059 -0.24
C -0.323 4.363 -1.767 -0.5632 0.6993 -0.6571 -0.30
C 2.187 -2.533 0.437 0.8129 -0.8238 -0.2210 0.40
C -1.952 -2.984 3.348 0.4018 -0.1028 0.0478 -0.68
C -2.892 -4.140 3.542 -0.2987 -0.0007 -0.2638 0.33
C -2.874 -4.902 4.701 -0.0433 0.0883 0.0193 -0.73
C -3.729 -3.644 1.254 0.2194 -0.2320 -0.3695 -0.72
C -1.682 2.461 -1.098 0.6934 2.1383 -0.8275 1.03
C -3.939 1.036 0.605 0.0036 -0.0133 -0.2468 1.12
C -0.442 3.170 -1.080 -0.7857 -1.3725 0.5097 -0.13
C -2.762 3.040 -1.822 0.3651 -0.5379 0.4934 -0.97
C -3.709 2.280 1.401 -0.0125 -0.0650 0.0953 -1.70
C 2.294 2.054 -1.358 -0.1508 -0.3143 0.5322 0.89
C -4.730 -5.448 2.706 -0.0608 -0.0093 0.0547 -0.86
C -2.322 -0.926 -2.236 0.2132 -0.1334 0.1802 -1.62
C -5.392 -0.820 -0.004 0.2286 -0.1814 -0.2439 0.67
C -2.609 4.219 -2.498 0.6102 0.2777 0.0944 -1.02
C -4.725 -6.186 3.877 -0.0039 -0.0756 -0.0826 -0.66
C 1.779 0.925 -2.253 -0.0373 -0.2249 0.1831 -1.41
C -3.241 -0.558 -1.114 0.1426 -0.0093 -0.0694 0.25
C -1.242 6.202 -3.204 -0.2139 0.4044 -0.2058 -1.83
C -6.722 -1.489 0.111 -0.0187 -0.0378 -0.0001 -1.83
C 2.608 3.066 1.938 -0.1427 0.0182 0.0041 -1.29
C 2.854 3.207 -2.180 -0.0522 0.1116 0.2016 -1.54
C -5.105 0.304 0.773 0.1373 0.4016 -0.0623 -0.94
H 3.225 4.012 -1.549 0.0170 0.1317 -0.0195 0.36
H -5.452 -5.661 1.933 -0.0929 -0.0447 -0.0900 0.50
H -2.576 -0.343 -3.124 -0.0385 0.0383 -0.0333 0.39
H 1.331 0.122 -1.641 0.1784 0.1526 -0.4078 0.07
H 2.790 3.653 2.835 0.0565 -0.0027 0.0686 0.51
H 3.697 2.836 -2.761 0.0230 -0.0362 -0.0360 0.45
H -0.969 -3.315 2.996 -0.0391 0.1859 -0.0502 0.45
H -3.783 -6.508 5.773 -0.0086 -0.0775 0.0936 0.43
H -6.771 -2.397 -0.482 0.0042 -0.1321 -0.0040 0.39
H 0.555 5.449 0.453 0.0103 0.0553 -0.0462 0.43
H 1.024 1.297 -2.943 -0.1134 0.0142 -0.0237 0.30
H 2.121 3.600 -2.879 -0.0724 0.0306 -0.0073 0.35
H 2.459 2.029 2.232 0.0880 -0.1243 0.1431 0.12
H 3.414 -4.158 0.325 0.1125 -0.0476 0.0360 0.19
H -7.497 -0.820 -0.260 -0.0879 0.0529 -0.0040 0.45
H 2.588 0.494 -2.837 0.1444 0.0373 -0.0829 0.56
H 1.712 -4.480 0.125 0.1941 0.2100 0.0489 0.21
H -3.438 4.621 -3.060 -0.1266 0.0563 -0.0601 0.49
H -4.304 2.257 2.310 -0.0357 0.0588 0.1149 0.54
H -3.076 -4.138 0.530 0.0693 0.2109 -0.0232 0.46
H -3.698 2.504 -1.850 -0.1510 -0.0288 -0.0628 0.62
H 2.670 -0.366 2.096 0.0657 -0.1759 -0.1176 0.33
H 0.513 3.492 1.913 0.0305 -0.0732 -0.1487 0.48
H 2.278 5.216 0.101 0.0907 0.0649 -0.1020 0.19
H -4.010 3.158 0.829 0.0628 0.0798 -0.0296 0.36
H 4.103 -2.022 0.859 -0.1735 0.0625 0.0490 0.23
H -4.703 -3.502 0.791 0.0318 0.2293 0.0132 0.48
H -0.216 6.556 -3.186 0.0598 0.0650 -0.0685 0.38
H -1.281 -0.704 -1.985 -0.1791 -0.0086 -0.1321 -0.05
H 3.644 0.258 0.906 -0.0916 -0.1373 -0.1542 0.37
H -4.654 -2.081 -1.570 -0.0108 -0.1802 -0.0123 0.53
H -1.876 6.963 -2.745 0.0563 0.1025 0.0074 0.36
H 3.489 3.141 1.304 0.1529 0.0088 -0.0772 0.32
H -2.422 -1.980 -2.478 0.0055 -0.0708 -0.1057 0.59
H -1.574 6.112 -4.238 0.1071 0.0361 -0.0829 0.40
H -1.803 -2.428 4.277 0.0040 0.1972 -0.2671 0.66
H -5.842 0.647 1.487 -0.0452 0.0303 0.0923 0.57
H -5.448 -6.975 4.013 -0.0894 -0.0828 0.0195 0.43
H -2.152 -4.686 5.474 0.0506 0.0347 0.1175 0.52
H -2.659 2.394 1.665 0.0471 0.0953 -0.0257 0.20
H -6.965 -1.715 1.148 -0.0456 -0.0529 0.0456 0.40
H 3.097 1.661 -0.726 0.0193 -0.0029 -0.0207 0.13
H 0.612 4.902 -1.764 0.1178 0.0708 -0.0102 0.44
H 1.752 5.630 1.722 0.0410 -0.0317 0.1079 0.46
```
Forces are in eV/Å.

***

[2]
This record from the OMol25 dataset describes 2 unconnected molecules or ions with the total composition C32H45BNO3 in a non-equilibrium geometry. The level of theory is wB97M-V/def2-TZVPD.

Output
E_tot   -1551.45621 a.u.
HOMO   -0.3723 Ha
E_LUMO   -0.17859 hartree
Gap between HOMO and LUMO   5.272 eV
Net charge   +1

```
82
Properties=species:S:1:pos:R:3:forces:R:3:mulliken_charge:R:1
O -1.732 0.707 0.647 0.6798 -0.5673 -0.7299 -0.04
O 0.263 0.598 2.148 0.4445 -0.9768 -0.4051 -0.22
O -1.916 1.730 4.035 -0.2733 0.4549 -0.0445 -0.22
N -1.864 -0.867 3.056 0.7587 -0.2320 -0.2806 0.54
C -1.196 2.212 -3.349 -0.3532 0.0732 -0.0987 -1.51
C 3.751 0.916 -2.897 0.6251 -0.0030 -0.0385 -2.31
C -3.050 2.325 4.510 0.2634 0.5020 -1.7353 0.46
C -0.488 -1.935 -2.189 -0.2936 0.1260 -0.2317 -1.44
C 0.088 1.623 -3.863 0.3951 -0.1272 0.1834 1.10
C 2.414 0.542 -4.914 -0.2610 -0.0063 -0.2286 -0.89
C -3.037 -1.262 3.825 -0.0118 -0.0393 0.1107 -1.10
C 0.214 -2.257 -0.903 -0.6808 -0.1721 0.8763 1.01
C -2.591 -0.459 0.777 0.8756 0.2520 -0.3387 -0.58
C -3.690 2.988 3.491 0.1019 -0.3102 0.7232 -0.85
C 1.331 0.033 -7.108 -0.0320 -0.1455 -0.2824 -1.55
C 1.880 -2.974 1.227 0.4672 0.1721 0.0254 -0.95
C 2.435 1.045 -3.618 -0.3608 -0.0658 -0.0110 1.89
C 2.089 3.468 -1.531 -0.0359 0.0582 -0.0415 -1.75
C 1.064 -5.340 1.134 0.1565 -0.2241 0.2370 -1.56
C 1.944 -1.671 0.757 -0.1642 -0.0045 -0.1795 0.75
C -2.936 2.739 2.323 0.9564 -0.5184 -0.1799 -1.01
C 1.267 0.560 -5.706 0.0665 0.1328 0.3107 0.53
C 0.479 -0.054 3.440 0.2110 1.2526 -0.4410 -0.61
C 1.241 2.193 -1.658 -0.2232 0.0377 0.1644 -0.10
C -1.850 1.958 2.670 -0.9583 0.9926 0.3637 0.51
C 0.182 -3.542 -0.386 0.1903 0.1082 -0.5036 -0.87
C -3.389 2.130 5.906 -0.4017 0.0271 1.0565 -1.23
C 0.634 0.113 -0.404 1.0143 -1.8308 -2.2344 0.05
C 1.640 1.146 -0.579 0.4454 1.2702 0.2681 -0.82
C 3.030 -0.765 1.234 0.2091 0.1116 0.6452 -1.54
C -1.890 -1.436 1.702 -0.0962 -0.4314 0.3878 -0.36
C -0.590 -1.087 3.749 -0.5782 -0.9243 -0.1306 -0.94
C 1.259 1.599 -3.072 0.0069 -0.0803 -0.0374 0.47
C 0.102 1.096 -5.156 0.1939 -0.0565 0.0163 -1.13
C 1.029 -3.925 0.659 -0.2736 0.2115 0.1801 1.04
C 0.954 -1.244 -0.194 0.0181 -0.2960 -0.2079 0.84
B -0.974 1.045 1.768 -2.2717 0.5047 2.2247 0.03
H -1.981 2.067 -4.101 0.1054 0.0901 0.2168 0.40
H -2.421 -2.406 1.686 0.1353 0.1082 0.0180 0.45
H 2.618 0.152 1.670 0.1648 -0.0337 -0.2024 0.31
H 2.578 0.674 -0.886 -0.2064 0.0283 0.4380 0.01
H 0.215 2.498 -1.422 0.1102 -0.1056 -0.0774 0.39
H 1.822 1.646 0.383 0.0910 0.1225 -0.1294 0.51
H 0.514 0.732 4.212 -0.0575 -0.2504 -0.3219 0.48
H 1.465 -0.538 3.379 -0.3315 0.2404 0.0526 0.45
H -0.820 1.116 -5.741 0.2899 0.0104 0.1043 0.30
H 3.144 3.280 -1.739 -0.1714 0.1803 0.0614 0.25
H -1.104 3.294 -3.174 -0.0526 -0.2688 0.0538 0.33
H -3.673 1.090 6.108 0.1146 0.1511 0.0559 0.23
H 2.009 0.638 -7.728 -0.2258 -0.1396 0.1827 0.32
H -2.971 -0.871 4.852 -0.0884 -0.0278 -0.4506 0.23
H 1.247 -6.039 0.307 -0.0933 0.2316 0.1472 0.38
H 0.341 0.035 -7.577 0.2100 -0.0178 0.0385 0.37
H 3.905 -0.105 -2.508 -0.1248 0.2453 -0.0371 0.31
H 2.553 -3.273 2.039 -0.1551 0.0599 -0.4475 0.33
H -0.770 -1.065 4.831 0.0791 -0.1496 -0.2827 0.55
H -4.254 2.761 6.132 0.1500 -0.1447 0.1048 0.36
H -0.847 -1.618 1.375 -0.7551 0.1484 0.0904 -0.54
H 1.719 -0.995 -7.117 -0.1244 0.2325 -0.0366 0.35
H 1.738 4.223 -2.247 0.0853 -0.1895 0.1649 0.44
H 0.110 -5.622 1.598 0.1388 0.0445 -0.0883 0.33
H -1.539 1.735 -2.420 0.0558 0.1757 -0.1594 0.14
H -3.578 -0.163 1.169 0.3675 0.0507 -0.1367 0.39
H 1.866 -5.466 1.869 -0.2511 -0.0856 -0.1235 0.39
H -1.551 -1.685 -2.031 0.3182 -0.0526 -0.0461 0.15
H -0.456 -2.805 -2.866 -0.0278 0.3609 0.3088 0.52
H 3.722 -0.490 0.421 -0.3111 -0.1217 0.2584 0.22
H -3.943 -0.870 3.340 0.2196 -0.0876 0.2376 0.31
H 2.003 3.885 -0.520 0.0205 -0.0517 -0.1987 0.47
H 3.616 -1.263 2.019 -0.1238 0.1027 -0.2642 0.50
H -0.486 -4.284 -0.825 0.3354 0.0968 -0.1462 0.53
H -0.196 -2.082 3.461 -0.1150 0.1673 0.3583 0.25
H 3.894 1.625 -2.081 0.0200 -0.2284 -0.1773 0.28
H -2.699 -0.876 -0.235 -0.1535 0.1064 0.2911 0.28
H -0.002 -1.090 -2.696 -0.2122 -0.2429 0.0311 0.02
H -3.117 -2.366 3.876 -0.0634 0.2854 0.0604 0.34
H 4.568 1.085 -3.615 -0.2210 -0.0362 0.2560 0.57
H -0.336 0.321 -0.845 0.1154 -0.0870 0.1606 0.63
H -4.616 3.545 3.559 0.2095 -0.0879 0.1110 0.45
H -2.569 2.416 6.572 -0.1078 -0.1060 -0.0522 0.29
H -3.146 3.081 1.319 -0.0437 -0.0845 0.0938 0.57
H 3.329 0.124 -5.333 -0.1297 0.0851 0.0892 0.48
```
Forces are in eV/Å.

***

- Which value of net charge does entry 1 give?
  +2

***

- The highest E_tot belongs to which entry?
  C32H45BNO3

***

- E_tot of number 1 (C32H44N7O2PPtSTe)?
  -2905.71032 a.u.

***

- Which of these has the lowest net charge?
  C32H45BNO3